# 1
77
Properties=species:S:1:pos:R:3:forces:R:3:mulliken_charge:R:1 method="wB97M-V/def2-TZVPD" e_above_lowest_kj_mol=304.40 total_charge=-2 energy_ev=-135300.97628 e_lumo_ha=0.150 homo_energy_ev=-1.2
Ba 1.009690 0.923638 1.256993 -0.4 -1.3 -1.8 1.730
N 3.775156 2.726486 4.393336 0.0 -0.3 0.1 -0.730
C 3.215398 1.372471 4.465348 -0.1 0.2 -0.2 -1.050
C 1.793894 1.239404 3.859000 0.5 0.2 1.6 1.116
O 1.369623 2.245474 3.220771 0.3 1.0 1.0 -0.949
N 1.078048 0.161458 3.983329 -0.5 -0.1 0.0 -0.308
C 1.652147 -1.012379 4.531496 0.3 0.3 0.2 -1.034
C 1.777113 -1.926441 2.126324 0.2 -0.8 -0.2 0.267
O 1.334895 -2.783133 1.383788 0.0 0.3 0.2 -0.724
O 2.476932 -0.922036 1.966498 0.9 -1.4 0.6 -0.792
H 3.746459 2.999769 3.417925 0.0 0.1 -0.1 0.342
H 3.108100 3.349211 4.832750 -0.1 0.1 0.0 0.305
H 3.881406 0.700515 3.917031 0.0 -0.1 0.1 0.328
H 3.212902 1.061211 5.511571 0.0 -0.1 0.0 0.320
H 2.741132 -0.984948 4.649614 0.0 -0.1 -0.1 0.470
H 1.213251 -1.270296 5.499970 0.0 -0.1 0.0 0.158
C -1.848222 -3.307956 -2.285135 0.0 0.1 0.0 -2.037
C -2.288717 -2.007879 -1.608768 0.0 -0.1 0.0 2.074
C -2.939238 -2.321715 -0.252012 0.1 0.1 -0.1 -1.990
C -3.290880 -1.274087 -2.497557 0.1 0.0 0.0 -1.655
N -1.124557 -1.119852 -1.504861 0.0 0.1 0.0 -0.029
N -0.170809 -1.439186 -0.507466 -0.2 0.1 0.2 0.247
H -2.693829 -3.990660 -2.404564 0.0 0.0 0.0 0.437
H -1.086914 -3.808502 -1.684108 0.0 0.0 0.0 0.409
H -1.426139 -3.084324 -3.266161 0.0 0.0 0.0 0.374
H -3.912474 -2.793555 -0.406858 0.0 0.0 0.0 0.471
H -3.081957 -1.400926 0.319623 0.0 0.0 0.0 0.291
H -2.326107 -3.004561 0.338856 0.0 0.0 0.0 0.494
H -4.141397 -1.916116 -2.735071 0.0 0.0 0.0 0.478
H -2.803535 -0.967596 -3.425459 0.0 0.0 0.0 0.391
H -3.656468 -0.375907 -1.992108 0.0 0.0 0.0 0.226
H -1.438523 -0.178434 -1.285544 0.0 0.0 0.0 -0.275
H 0.445129 -2.182692 -0.804400 0.1 0.0 0.0 0.160
H -0.596149 -1.744851 0.364838 0.0 -0.1 -0.1 0.081
Br -0.338783 -6.270439 5.620884 0.1 0.1 0.0 -0.347
C 0.352405 -4.623166 4.927466 -0.1 -0.2 0.1 -0.188
C -0.515793 -3.678386 4.353052 0.3 0.0 0.1 -0.589
C -0.058436 -2.570643 3.730745 -0.3 0.1 -0.1 -0.627
N 1.370542 -2.219155 3.666828 0.0 0.0 -0.1 1.301
C 2.213780 -3.342672 4.107269 0.3 -0.1 0.1 -0.605
C 1.722629 -4.450579 4.717327 -0.3 0.2 0.0 -0.427
H -1.586154 -3.836938 4.394732 0.0 0.1 0.0 0.392
H -0.703694 -1.811355 3.317182 0.0 0.0 0.0 0.646
H 3.267438 -3.182390 3.930925 0.0 0.0 -0.1 0.410
H 2.429297 -5.205175 5.039090 0.0 0.0 0.0 0.348
F 4.632967 1.467471 -4.681272 0.0 0.0 -0.1 -0.375
C 3.944034 1.404161 -3.493366 -0.1 0.0 0.1 0.688
C 2.842063 0.582781 -3.392645 0.0 -0.1 -0.2 -0.896
C 2.160377 0.530657 -2.175324 0.1 0.1 0.1 -0.086
C 2.527209 1.271771 -1.034954 0.3 0.2 -0.3 -0.344
C 3.660371 2.082284 -1.228859 -0.1 -0.1 -0.1 -0.554
C 4.373295 2.163460 -2.427769 0.1 0.1 0.0 -0.635
H 2.528045 -0.004738 -4.250369 0.0 0.0 0.0 0.391
H 1.292204 -0.122323 -2.121343 0.0 0.0 -0.1 0.279
H 4.021203 2.696117 -0.401887 0.0 0.0 0.0 0.258
H 5.246218 2.801010 -2.536390 0.0 0.0 0.0 0.364
C -4.519441 2.292887 -3.410649 0.1 0.0 0.0 -1.522
C -3.031613 2.432923 -3.576600 -0.1 0.0 0.1 1.174
C -2.406934 2.179955 -4.784332 0.0 0.0 0.1 -0.845
C -1.027729 2.290273 -4.894018 -0.1 0.0 0.1 0.242
Cl -0.274937 1.961392 -6.432863 0.1 0.0 -0.1 -0.295
C -0.255605 2.641200 -3.806776 0.0 0.0 -0.1 -0.757
C -0.871801 2.920211 -2.593089 -0.1 0.0 0.1 -0.754
C -2.253523 2.821401 -2.473388 0.1 -0.1 -0.3 0.698
O -2.956978 3.049526 -1.335314 -0.1 0.1 0.1 -0.452
C -2.256234 3.477896 -0.174521 0.3 -0.2 0.0 -0.655
C -1.136265 2.495665 0.269118 -0.8 0.7 -0.5 0.967
O -1.430710 1.280761 0.288469 -0.4 -0.1 0.0 -0.944
O -0.033466 3.014328 0.533832 -0.7 1.3 -0.1 -0.838
H -4.970683 1.877390 -4.311561 0.0 0.0 0.0 0.374
H -4.977276 3.261208 -3.196277 0.0 0.0 0.0 0.356
H -4.738586 1.643281 -2.562205 -0.1 0.0 0.0 0.301
H -2.995322 1.879584 -5.642447 0.0 0.0 0.0 0.328
H 0.823207 2.674781 -3.880323 0.0 0.0 0.0 0.536
H -0.252137 3.174751 -1.743586 0.0 0.0 -0.1 0.426
H -3.014318 3.523665 0.606881 0.0 0.0 0.0 0.373
H -1.806229 4.463565 -0.320659 -0.1 0.0 -0.1 0.283


# 2
7
Properties=species:S:1:pos:R:3:forces:R:3:mulliken_charge:R:1 method="wB97M-V/def2-TZVPD" e_above_lowest_kj_mol=53.04 energy_ev=-13280.69770 smiles="O=CO.I" e_lumo_ha=0.009 homo_energy_ev=-10.3
O -2.519149 0.784138 0.695473 -2.3 2.9 0.8 -0.452
C -2.028427 -0.215218 0.375226 1.7 -1.9 0.5 0.258
O -0.843413 -0.344274 -0.147120 4.1 0.8 -2.0 -0.421
H -2.262151 -1.249590 0.598863 -1.4 -0.4 0.1 0.286
H -0.240092 0.467680 -0.308038 -2.1 -1.4 0.5 0.329
I 3.810536 0.427316 -1.414963 0.2 -0.2 1.1 -0.109
H 4.082695 0.129948 0.200560 -0.2 0.2 -1.1 0.109


# 3
82
Properties=species:S:1:pos:R:3:forces:R:3:mulliken_spin:R:1 method="wB97M-V/def2-TZVPD" total_charge=+1 energy_ev=-52286.90181 multiplicity=5 e_lumo_ha="-0.068 / -0.193" homo_energy_ev="-8.5 / -10.6"
Ir 1.133497 -1.173423 -0.156767 -1.8 -0.1 1.3 1.716
C -1.139157 -1.443350 1.603094 -0.3 -0.8 -0.7 0.353
C -0.824232 -2.451280 0.622764 -0.3 0.9 1.5 0.272
C 1.037984 -2.119445 1.990827 -1.1 -0.8 0.3 0.143
C -0.022278 -1.251455 2.431009 1.1 -0.4 0.4 0.156
C 0.535959 -2.944115 0.890949 -0.3 0.6 1.5 0.152
C -2.447409 -0.773669 1.838565 -0.5 0.1 0.0 0.015
H -3.203188 -1.094449 1.111958 0.2 0.2 0.1 -0.006
H -2.367805 0.328900 1.813640 -0.1 -0.5 0.1 0.017
H -2.852302 -1.046052 2.827949 0.2 0.1 -0.2 0.019
C 0.121318 -0.255561 3.518936 -0.2 0.1 0.2 -0.012
H -0.858672 0.083773 3.872163 0.2 0.1 -0.1 0.002
H 0.692767 0.606943 3.133668 -0.2 -0.1 0.1 0.031
H 0.663780 -0.638950 4.395891 -0.1 0.0 -0.3 0.010
C 2.220006 -2.468055 2.831205 0.4 0.3 -0.2 0.020
H 2.202899 -1.884014 3.760797 0.1 -0.3 -0.2 0.001
H 3.150955 -2.222785 2.306753 0.0 -0.1 0.1 0.007
H 2.245060 -3.545390 3.067378 -0.1 0.4 0.0 0.006
C 1.060863 -4.329829 0.676430 0.1 0.2 -0.2 0.025
H 1.157839 -4.825638 1.652033 -0.1 0.0 -0.3 0.008
H 2.058308 -4.271900 0.237389 0.0 -0.3 0.0 0.007
H 0.404556 -4.916059 0.029030 0.2 0.0 0.1 -0.002
C -1.849393 -3.175946 -0.172230 -0.1 -0.1 -0.4 0.012
H -2.414721 -3.826904 0.520732 0.1 0.2 -0.4 0.011
H -1.360246 -3.813257 -0.917793 -0.3 0.1 0.0 -0.003
H -2.563632 -2.506288 -0.683368 0.3 -0.3 0.2 0.009
C -4.192378 2.739156 0.429674 -0.5 0.5 0.3 0.000
C -5.270845 1.953991 0.327408 0.1 0.3 0.6 0.000
C -5.748503 1.055592 -0.765885 0.4 -0.4 -0.3 0.000
C -5.492088 1.501836 -2.214791 -0.2 0.9 0.6 0.000
C -4.110830 1.312775 -2.759889 -0.1 -0.9 -0.5 0.002
C -2.993113 0.940299 -2.121630 0.7 -0.3 -0.4 0.001
C -2.347507 1.442045 -0.866584 -0.7 0.5 0.8 0.037
C -2.932035 2.812086 -0.386361 0.7 -0.2 0.1 0.002
H -6.836264 0.963314 -0.633294 0.3 -0.1 -0.1 0.000
H -5.812433 2.543951 -2.316043 -0.3 -0.1 -0.2 0.000
H -5.305706 0.056740 -0.629216 -0.2 0.0 -0.1 0.000
H -3.017813 3.514252 -1.241380 -0.1 -0.5 0.2 0.000
H -4.232294 3.510880 1.219079 0.1 -0.8 -0.1 0.000
H -5.960355 1.934342 1.180730 0.2 0.5 -0.3 0.000
H -2.172558 3.298546 0.263535 -0.4 -0.4 -0.3 0.000
H -2.378706 0.646980 -0.093478 0.0 0.7 -0.2 -0.001
H -2.407805 0.139274 -2.583536 0.2 0.9 -0.5 -0.003
H -1.265564 1.637921 -1.051140 -0.7 -0.3 -0.1 -0.005
H -6.128141 0.851771 -2.842041 0.2 0.5 0.1 0.000
H -4.133368 1.220466 -3.858295 0.1 -0.8 0.5 0.000
P 0.746514 0.154708 -2.060641 -1.3 1.8 -4.2 0.038
C 0.526551 1.871069 -2.836307 -0.3 0.3 0.7 0.089
C -0.109138 -0.516998 -3.601493 -0.1 -0.4 0.0 0.068
P 2.713431 -1.462665 -1.586594 1.8 -0.3 -2.7 -0.004
C 2.461694 -0.034828 -2.697918 0.0 -0.5 0.7 0.031
C 1.784928 -2.763033 -2.501442 0.6 -0.3 -0.5 0.118
C 4.472535 -1.692725 -1.697095 0.7 -0.8 -0.1 0.045
H 0.856553 2.693016 -2.199819 0.0 -0.1 0.1 0.003
H -0.523124 2.014653 -3.105751 0.1 0.1 0.2 -0.008
H 1.121467 1.882130 -3.760777 -0.1 -0.2 0.3 -0.003
H 0.480030 -0.233071 -4.481713 0.0 -0.1 0.2 0.001
H -1.076185 -0.035422 -3.732397 0.1 -0.1 0.1 -0.014
H -0.262551 -1.594354 -3.620029 0.0 0.1 0.1 0.000
H 4.830894 -1.262743 -2.643011 0.0 -0.2 0.3 0.003
H 4.655149 -2.770654 -1.675751 0.5 0.1 0.1 0.000
H 4.971459 -1.189778 -0.862009 -0.1 -0.2 -0.1 0.007
H 3.051749 0.869964 -2.504451 0.0 -0.4 0.3 0.000
H 2.540092 -0.321298 -3.750488 0.0 0.2 0.1 0.001
H 2.291826 -3.704173 -2.285059 -0.1 -0.2 -0.1 0.003
H 1.784414 -2.545835 -3.572944 0.0 -0.3 0.0 0.008
H 0.740817 -2.831829 -2.151857 0.5 0.0 -0.1 -0.026
C 2.020895 3.189216 2.500343 -0.7 0.0 -0.4 0.025
C 3.134759 2.188400 2.216045 0.2 -0.1 -0.3 0.069
C 4.288427 2.928091 1.555209 0.2 0.1 -0.4 0.023
C 3.598857 1.610449 3.546860 0.0 -0.6 0.2 0.015
C 2.637420 1.126853 1.294497 0.3 0.8 0.6 0.216
C 2.178758 0.316667 0.483658 0.3 1.4 1.8 0.303
H 2.360510 3.956323 3.208651 -0.1 -0.2 -0.2 0.003
H 1.149728 2.673475 2.910181 0.0 0.2 0.1 0.001
H 1.701726 3.649760 1.561904 0.0 0.2 0.2 -0.003
H 4.643394 3.703961 2.246734 0.1 -0.2 -0.3 0.000
H 5.090514 2.234637 1.285923 0.1 0.2 0.3 -0.004
H 3.959050 3.378935 0.613936 0.0 0.2 0.2 -0.004
H 2.783826 1.050879 4.016261 0.2 0.0 0.0 -0.003
H 4.446656 0.938399 3.392322 -0.1 0.0 0.1 -0.002
H 3.901950 2.409802 4.235128 0.0 -0.1 -0.3 0.002


# 4
82
Properties=species:S:1:pos:R:3:forces:R:3:mulliken_spin:R:1 method="wB97M-V/def2-TZVPD" e_above_lowest_kj_mol=14.94 total_charge=-1 energy_ev=-230260.74256 multiplicity=5 e_lumo_ha="0.074 / 0.071" homo_energy_ev="-3.6 / -4.6"
Cr -0.304845 -0.260158 -0.291641 -0.5 -0.1 1.0 3.794
O 1.813284 -2.049168 1.495754 -0.3 -1.2 -0.8 0.012
S 1.081062 -3.007677 0.701775 0.4 0.8 0.8 0.019
O 1.891781 -4.072269 0.174138 -0.2 -0.3 -0.3 0.003
N 0.246129 -2.178626 -0.410827 0.6 -1.5 0.0 -0.086
C -0.219939 -2.864114 -1.520587 0.3 -0.7 0.5 0.006
C -0.148244 -4.237951 -1.761655 0.0 0.6 0.3 0.056
C -0.560329 -4.744772 -2.983494 -0.4 0.3 -0.8 -0.031
C -1.057013 -3.922966 -3.978794 0.2 -0.7 0.0 0.060
C -1.210628 -2.548579 -3.749509 0.0 0.3 0.1 -0.015
C -1.700738 -1.627669 -4.701902 0.1 0.8 0.6 0.089
C -1.823048 -0.291268 -4.340142 -0.2 -1.1 -1.1 -0.040
C -1.507755 0.105168 -3.059364 0.6 -0.4 1.8 0.140
N -1.010197 -0.734249 -2.122878 -0.7 0.4 -2.0 -0.124
C -0.829578 -2.035758 -2.486502 -0.2 0.2 -0.3 -0.001
C -0.160523 -3.793488 1.751483 0.2 0.2 -0.6 0.007
C 0.263426 -4.828059 2.563842 0.1 0.0 0.0 -0.001
C -0.662411 -5.537273 3.309339 0.0 0.0 0.0 0.000
C -2.006805 -5.203083 3.240505 0.0 0.0 0.0 0.000
C -2.418592 -4.138380 2.453135 0.0 -0.1 0.0 0.008
C -1.493443 -3.430379 1.700822 -0.2 0.2 -0.2 0.016
H 0.268718 -4.896084 -1.019771 0.0 0.0 0.0 0.012
H -0.469574 -5.808127 -3.160292 0.0 0.0 -0.1 -0.002
H -1.325577 -4.325655 -4.943546 -0.1 -0.1 -0.1 0.001
H -1.965736 -1.973011 -5.688258 -0.1 0.0 -0.2 0.006
H -2.175816 0.444367 -5.051009 0.0 0.0 0.0 -0.001
H -1.649462 1.129031 -2.744131 0.0 0.1 0.1 0.002
H 1.316455 -5.062681 2.583088 0.1 -0.2 0.1 -0.001
H -0.338003 -6.359841 3.929988 0.0 -0.1 0.1 0.000
H -2.736047 -5.784135 3.790689 0.0 0.0 0.1 0.000
H -3.465054 -3.873634 2.411866 -0.1 0.1 0.0 0.000
H -1.802215 -2.599058 1.073251 0.0 -0.1 0.1 0.042
Se 3.671038 0.352663 1.688858 0.3 0.2 -0.2 0.004
P 1.983381 -0.049367 2.894878 -0.6 0.7 0.5 0.039
Se -0.138061 -0.004988 2.178134 0.2 0.5 0.9 -0.015
C 1.899515 1.281721 4.171702 -0.1 -0.1 -0.2 -0.002
C 0.968453 1.155652 5.194253 0.0 0.0 0.0 0.000
C 0.865666 2.119004 6.177118 -0.1 0.0 0.1 -0.002
C 1.679710 3.239188 6.136760 0.0 0.1 0.1 0.001
C 2.586934 3.386992 5.102655 0.0 0.1 0.1 -0.001
C 2.700114 2.411209 4.127384 0.1 0.0 -0.1 0.001
C 2.231199 -1.494098 3.997566 0.0 0.1 -0.1 -0.003
C 1.161209 -2.147415 4.590502 -0.1 0.1 0.0 0.002
C 1.383007 -3.227509 5.425207 0.0 0.0 0.1 -0.001
C 2.674842 -3.684694 5.635272 -0.1 -0.1 0.1 0.000
C 3.742118 -3.038481 5.036128 0.0 0.0 0.1 0.000
C 3.522768 -1.935841 4.230599 0.1 0.0 0.0 -0.002
H 0.299696 0.309761 5.192927 -0.1 -0.1 0.1 0.004
H 0.143490 1.993508 6.971658 -0.1 0.0 0.1 0.000
H 1.603927 3.989630 6.911659 0.0 0.1 0.0 0.000
H 3.211436 4.268090 5.055322 0.1 0.1 0.0 0.000
H 3.407400 2.527324 3.318812 0.1 -0.1 0.0 0.000
H 0.151137 -1.814870 4.378962 0.0 0.0 0.0 0.001
H 0.544789 -3.712045 5.909181 0.0 -0.1 0.0 0.000
H 2.846302 -4.550571 6.258792 0.0 -0.1 0.1 0.000
H 4.749046 -3.394497 5.196109 0.1 0.0 0.0 0.000
H 4.350878 -1.426179 3.756783 0.0 0.0 -0.1 0.000
C 2.183524 1.338217 -1.296769 0.5 0.1 -0.2 0.068
N 0.813782 1.391864 -0.835749 0.3 1.4 -0.5 -0.189
C 0.166625 2.518503 -0.894745 1.0 -0.8 0.0 0.057
C -1.180361 2.484048 -0.494022 -1.0 0.0 0.2 0.093
C -2.216535 3.420710 -0.358639 0.4 0.0 -0.1 0.026
C -3.321897 2.705641 0.088009 -0.3 0.0 0.1 0.003
C -2.919217 1.373899 0.205404 -0.1 0.0 0.0 0.037
N -1.639337 1.237303 -0.145215 -0.6 0.5 0.0 -0.122
C 2.246410 1.428710 -2.799530 0.0 0.0 0.1 -0.037
C 1.807153 0.355508 -3.566336 0.1 0.0 -0.1 0.062
C 1.816392 0.424526 -4.947610 0.0 -0.1 0.0 0.009
C 2.276467 1.567353 -5.581984 0.0 0.1 -0.1 0.001
C 2.718426 2.640609 -4.827226 0.0 0.1 -0.1 0.000
C 2.697649 2.573600 -3.443486 0.0 -0.1 0.0 -0.004
H 2.607451 0.382174 -0.972718 0.0 0.3 0.0 0.008
H 2.781452 2.138910 -0.842255 0.0 -0.2 0.0 0.004
H 0.641454 3.434745 -1.243536 0.0 0.1 0.0 -0.001
H -2.157436 4.477687 -0.550247 0.0 0.1 0.0 0.003
H -4.303930 3.089057 0.304315 -0.1 0.1 0.0 0.001
H -3.500316 0.525203 0.536576 0.0 0.0 0.0 0.001
H 1.467144 -0.542579 -3.068902 0.0 -0.1 0.0 -0.016
H 1.467821 -0.418166 -5.528383 0.0 -0.1 0.0 0.001
H 2.300556 1.616661 -6.662376 0.0 0.0 0.0 0.000
H 3.081330 3.533516 -5.319330 0.0 0.0 0.0 0.000
H 3.050855 3.414164 -2.861166 0.0 0.0 0.1 0.000


# 5
16
Properties=species:S:1:pos:R:3:forces:R:3:mulliken_charge:R:1 method="wB97M-V/def2-TZVPD" e_above_lowest_kj_mol=34.66 energy_ev=-7857.80036 smiles=Cc1c[nH]c(C)c1 e_lumo_ha=0.039 homo_energy_ev=-7.8
C -2.497496 -0.439075 -0.350986 -0.2 0.0 0.0 -1.189
C -1.193053 0.063976 0.186919 0.0 0.0 -0.2 0.711
C -0.730289 1.353795 0.265003 -0.1 0.0 -0.1 -0.813
N 0.642050 1.306127 0.382129 0.1 -0.1 0.0 -0.031
C 1.062133 0.000074 0.372934 0.0 -0.1 -0.1 0.173
C 2.450351 -0.430899 0.032353 0.1 -0.1 0.1 -1.171
C -0.059044 -0.783135 0.320399 0.1 -0.1 -0.1 -0.434
H -3.180126 0.374748 -0.609230 0.0 -0.1 0.2 0.337
H -3.008232 -1.151204 0.304980 0.0 0.2 0.0 0.289
H -2.264269 -0.974227 -1.280559 -0.2 0.1 0.1 0.267
H -1.257423 2.298380 0.241249 0.1 -0.2 -0.1 0.384
H 1.248403 2.108737 0.370956 -0.1 -0.1 0.1 0.187
H 3.249425 0.139423 0.513451 -0.1 0.0 0.0 0.353
H 2.566647 -1.488370 0.290732 0.1 0.2 0.0 0.316
H 2.577683 -0.348023 -1.055886 0.1 0.0 0.2 0.245
H -0.066771 -1.867217 0.294738 0.0 0.2 -0.1 0.373